{
  "formula": "C18H45ClN3O10",
  "method": "ωB97M-V with the def2-TZVPD basis set",
  "elements": ["Cl", "O", "O", "O", "O", "C", "O", "C", "C", "N", "C", "C", "O", "C", "H", "H", "H", "H", "H", "H", "H", "H", "H", "H", "H", "H", "H", "H", "H", "C", "O", "C", "C", "N", "C", "C", "O", "C", "H", "H", "H", "H", "H", "H", "H", "H", "H", "H", "H", "H", "H", "H", "H", "C", "O", "C", "C", "N", "C", "C", "O", "C", "H", "H", "H", "H", "H", "H", "H", "H", "H", "H", "H", "H", "H", "H", "H"],
  "xyz": [[-2.19149, -0.00418, 1.05737], [-3.08998, 1.10236, 0.71170], [-0.95867, 0.06179, 0.26644], [-1.90868, 0.08532, 2.47526], [-2.86427, -1.27631, 0.95659], [-2.18935, -8.17716, 2.99590], [-0.97426, -7.52198, 3.42498], [-0.91272, -6.05384, 3.22155], [0.56124, -5.49096, 3.34331], [1.51925, -6.15176, 2.38254], [1.28201, -5.66776, 1.02317], [2.37818, -6.20534, 0.05357], [2.00350, -7.36710, -0.73640], [0.93726, -7.25804, -1.64110], [-2.07375, -9.26087, 2.97813], [-2.52358, -7.83592, 2.01613], [-2.97578, -7.87092, 3.68571], [-1.58326, -5.61567, 3.96080], [-1.26816, -5.70908, 2.25051], [0.95723, -5.79751, 4.31146], [0.52552, -4.40345, 3.27890], [1.25155, -7.12548, 2.40025], [1.42612, -4.58783, 0.98998], [0.29226, -5.95395, 0.66736], [3.30652, -6.41528, 0.58481], [2.60581, -5.42630, -0.67402], [0.86735, -8.15133, -2.26178], [1.09876, -6.42110, -2.32047], [-0.01811, -7.12715, -1.13293], [-8.88697, 7.70797, -4.04463], [-9.12318, 6.57584, -3.16935], [-10.42058, 6.06364, -3.45810], [-10.72483, 4.71632, -2.75395], [-9.64745, 3.72552, -2.88746], [-9.30393, 3.51396, -4.33403], [-8.18744, 2.41249, -4.46940], [-6.97135, 2.76888, -3.65570], [-5.99875, 1.68743, -3.78003], [-8.81237, 7.51455, -5.11473], [-7.90386, 8.10855, -3.79739], [-9.65378, 8.46762, -3.89289], [-10.64255, 6.02178, -4.52444], [-11.22446, 6.78595, -3.31616], [-11.61138, 4.27017, -3.20460], [-10.98749, 4.94805, -1.72177], [-10.07287, 2.84257, -2.64345], [-8.86787, 4.36234, -4.86146], [-10.22234, 3.17691, -4.81470], [-7.80693, 2.24679, -5.47731], [-8.64564, 1.46336, -4.19140], [-6.29739, 0.90354, -3.08404], [-4.97286, 2.01244, -3.60675], [-6.03388, 1.32206, -4.80637], [11.83975, 2.89255, -0.51932], [11.22142, 3.37394, 0.66921], [11.83057, 2.86076, 1.89337], [10.73796, 2.65378, 2.95961], [9.50236, 2.05537, 2.41831], [8.37568, 2.16613, 3.39420], [7.10933, 1.52297, 2.75920], [5.91982, 1.72676, 3.63947], [4.74840, 1.35223, 3.02321], [12.58900, 2.11746, -0.35821], [12.30575, 3.75653, -0.99311], [11.07853, 2.51423, -1.20160], [12.58828, 3.59946, 2.15471], [12.34197, 1.90926, 1.74766], [10.54478, 3.65361, 3.34835], [11.15604, 2.05414, 3.76815], [9.32104, 2.54548, 1.55400], [8.09569, 3.17218, 3.70657], [8.63788, 1.64438, 4.31460], [7.36760, 0.49738, 2.49545], [6.94093, 2.12626, 1.86714], [4.58184, 1.93911, 2.11992], [3.97815, 1.59318, 3.75584], [4.72708, 0.28085, 2.82373]],
  "mulliken_charge": [1.58, -0.64, -0.64, -0.66, -0.64, -0.70, -0.34, -0.50, -0.75, -0.45, -0.09, -0.71, -0.36, -0.62, 0.24, 0.30, 0.29, 0.46, 0.34, 0.32, 0.41, 0.29, 0.31, 0.11, 0.35, 0.36, 0.24, 0.31, 0.20, -0.78, -0.31, -0.72, -0.72, -0.35, -0.54, -0.70, -0.30, -0.70, 0.31, 0.27, 0.31, 0.40, 0.56, 0.39, 0.35, 0.26, 0.27, 0.41, 0.45, 0.34, 0.27, 0.26, 0.29, -0.64, -0.35, -0.53, -0.61, -0.30, -0.63, -0.48, -0.30, -0.67, 0.31, 0.22, 0.24, 0.33, 0.39, 0.33, 0.33, 0.26, 0.33, 0.32, 0.36, 0.28, 0.30, 0.24, 0.28],
  "charge": -1,
  "total_energy_ha": -2089.2548,
  "e_lumo_ev": 2.11,
  "homo_energy_ev": -5.451
}

{
  "formula": "C18H45F2O12P3Zn",
  "method": "ωB97M-V with the def2-TZVPD basis set",
  "elements": ["Zn", "F", "F", "C", "C", "O", "P", "O", "O", "C", "C", "O", "C", "C", "H", "H", "H", "H", "H", "H", "H", "H", "H", "H", "H", "H", "H", "H", "H", "C", "C", "O", "P", "O", "O", "C", "C", "O", "C", "C", "H", "H", "H", "H", "H", "H", "H", "H", "H", "H", "H", "H", "H", "H", "H", "C", "C", "O", "P", "O", "O", "C", "C", "O", "C", "C", "H", "H", "H", "H", "H", "H", "H", "H", "H", "H", "H", "H", "H", "H", "H"],
  "xyz": [[1.16073, 37.58240, 12.70026], [2.05537, 36.90457, 11.09494], [-0.59015, 37.58487, 13.53364], [2.26883, 41.54210, 18.09169], [2.91137, 41.39832, 16.73174], [2.39151, 40.46405, 15.82059], [2.85305, 38.89374, 15.40422], [2.42062, 38.51953, 14.05746], [4.41599, 38.85698, 15.51712], [5.25081, 38.81720, 14.38657], [5.36102, 40.11244, 13.58949], [2.31710, 38.00176, 16.63609], [0.90830, 38.01697, 16.96662], [0.50561, 37.21983, 18.25377], [1.20772, 41.78345, 18.02941], [2.35571, 40.59795, 18.62939], [2.69035, 42.26203, 18.79322], [3.00081, 42.32547, 16.16563], [3.95069, 41.11167, 16.89216], [6.30011, 38.73842, 14.67093], [4.93891, 38.06460, 13.66241], [6.13050, 40.07334, 12.81847], [4.41638, 40.43410, 13.15096], [5.60947, 40.86938, 14.33341], [0.52267, 39.03616, 16.99153], [0.16547, 37.62468, 16.27206], [0.97324, 36.25494, 18.44976], [0.75444, 37.69807, 19.20111], [-0.57957, 37.15025, 18.32900], [-2.90025, 41.37182, 13.33891], [-1.44283, 41.05038, 13.52370], [-0.57393, 41.56267, 12.44938], [0.25521, 40.54092, 11.39288], [0.86881, 39.29812, 11.92304], [-0.91862, 40.36906, 10.24400], [-1.78133, 39.20437, 10.34305], [-1.00915, 38.02304, 9.67186], [1.35034, 41.57030, 10.75750], [1.98429, 41.16539, 9.55048], [3.32815, 41.81492, 9.56297], [-3.37298, 40.70741, 12.61560], [-3.35375, 41.16314, 14.30788], [-3.08095, 42.39281, 13.00271], [-1.18443, 41.52324, 14.47117], [-1.45968, 39.96906, 13.66004], [-1.67367, 38.89207, 11.38179], [-2.77497, 39.27358, 9.90034], [-1.66138, 37.16248, 9.52314], [-0.42532, 38.39124, 8.82825], [-0.25463, 37.55021, 10.30055], [2.24038, 40.11767, 9.39298], [1.31032, 41.46182, 8.74674], [3.78580, 41.80808, 8.57374], [3.12040, 42.88466, 9.58687], [3.96906, 41.42895, 10.35566], [5.09177, 35.44723, 15.04332], [3.75337, 35.35438, 15.62317], [3.10959, 34.16343, 15.16118], [1.77937, 34.26902, 14.25764], [1.65267, 35.66911, 13.74707], [0.66766, 33.71492, 15.21003], [-0.72320, 33.93872, 15.02196], [-1.42093, 33.46908, 16.30411], [1.91964, 33.10626, 13.08143], [2.46793, 33.50547, 11.79631], [3.60434, 32.55076, 11.46638], [5.69966, 34.56849, 15.25864], [4.93059, 35.63111, 13.98110], [5.46483, 36.39939, 15.42059], [3.63638, 35.19628, 16.69528], [3.33476, 36.32970, 15.37496], [-1.03500, 34.97827, 14.92073], [-1.02945, 33.36393, 14.14793], [-2.39763, 33.95012, 16.35665], [-1.50121, 32.38204, 16.30598], [-0.73388, 33.58881, 17.14180], [1.68482, 33.29338, 11.06838], [2.94016, 34.48509, 11.87007], [3.49796, 32.19949, 10.44003], [4.60396, 32.98428, 11.49632], [3.41914, 31.63872, 12.03381]],
  "mulliken_charge": [0.95, -0.83, -0.82, -1.13, -0.30, -0.22, -0.48, 1.06, -0.37, -0.01, -1.34, -0.45, 0.13, -1.47, 0.27, 0.24, 0.38, 0.37, 0.30, 0.48, 0.09, 0.45, 0.16, 0.34, 0.39, -0.03, 0.30, 0.38, 0.41, -1.33, 0.18, -0.42, -0.07, 1.27, -0.37, 0.05, -0.90, -0.31, -0.11, -1.32, 0.26, 0.42, 0.31, 0.35, 0.02, -0.03, 0.42, 0.40, 0.27, 0.00, 0.27, 0.36, 0.43, 0.33, 0.20, -1.17, 0.52, -0.32, -0.80, 0.96, -0.22, 0.14, -1.33, -0.33, 0.37, -1.29, 0.39, 0.20, 0.27, 0.39, -0.37, 0.03, 0.34, 0.38, 0.35, 0.31, 0.29, -0.05, 0.38, 0.29, 0.31],
  "total_energy_ha": -4619.1339,
  "e_lumo_ev": 0.63,
  "homo_energy_ev": -9.648
}

{
  "formula": "C18H45N2O3SbSi3Sn",
  "method": "ωB97M-V with the def2-TZVPD basis set",
  "elements": ["Sn", "C", "O", "Si", "C", "C", "C", "Si", "C", "C", "C", "Si", "C", "C", "C", "H", "H", "H", "H", "H", "H", "H", "H", "H", "H", "H", "H", "H", "H", "H", "H", "H", "H", "H", "H", "H", "H", "H", "H", "H", "H", "H", "O", "N", "O", "C", "C", "Sb", "C", "C", "C", "C", "H", "H", "H", "H", "H", "H", "H", "H", "H", "H", "H", "H", "H", "H", "H", "C", "C", "N", "H", "H", "H"],
  "xyz": [[0.95870, 0.03098, 0.31377], [2.21533, 1.69795, 3.29812], [1.27345, 1.65859, 2.21661], [0.18178, 2.91419, 1.89800], [-0.93591, 3.24468, 3.37139], [1.11881, 4.49085, 1.49151], [-0.65801, 2.02195, 0.41426], [-2.27786, 1.06453, 0.82400], [-2.82117, -0.01989, -0.62952], [-1.90993, -0.12959, 2.25301], [-3.62203, 2.29384, 1.31283], [-0.37366, 2.82768, -1.31459], [-0.71666, 1.62025, -2.73300], [1.42360, 3.37171, -1.54727], [-1.61430, 4.25804, -1.27741], [1.69532, 1.58766, 4.25012], [2.76601, 2.63890, 3.29569], [2.91885, 0.87845, 3.16634], [-0.32505, 3.60214, 4.20252], [-1.49459, 2.38059, 3.72610], [-1.65020, 4.03733, 3.14786], [1.24516, 5.08659, 2.39626], [0.59680, 5.12549, 0.77688], [2.11286, 4.29461, 1.09277], [-1.99151, -0.57499, -1.07584], [-3.30510, 0.55440, -1.41807], [-3.55104, -0.75043, -0.27823], [-1.55567, -1.08913, 1.86685], [-2.80695, -0.32880, 2.83914], [-1.15263, 0.26167, 2.93334], [-3.61636, 3.19138, 0.69716], [-3.52217, 2.59566, 2.35304], [-4.59316, 1.81211, 1.19707], [-0.11576, 0.70860, -2.63825], [-0.42756, 2.08955, -3.67384], [-1.76234, 1.33741, -2.82790], [2.09649, 2.87053, -0.84752], [1.55187, 4.44432, -1.41500], [1.76870, 3.13270, -2.55264], [-2.63538, 3.90004, -1.39993], [-1.39743, 4.93836, -2.10134], [-1.56056, 4.82683, -0.34989], [3.00677, 0.24308, -1.12947], [3.79772, -0.02406, -0.23374], [3.30957, -0.29145, 0.86734], [-1.60916, -2.28425, -3.66801], [-0.13074, -2.62426, -3.58422], [0.75012, -2.38415, -1.60725], [2.80204, -2.89889, -2.07308], [2.90283, -4.22214, -2.81989], [0.11447, -4.23861, -0.67726], [-1.26643, -4.15295, -0.03970], [-1.99550, -2.58101, -4.64328], [-1.78229, -1.21449, -3.55672], [-2.18045, -2.81780, -2.90901], [0.45918, -2.01712, -4.26925], [0.04279, -3.67675, -3.80855], [3.34136, -2.94256, -1.12616], [3.20638, -2.07952, -2.66566], [2.48084, -5.04553, -2.24349], [3.95434, -4.45118, -2.99441], [2.41035, -4.17413, -3.79023], [0.87087, -4.50128, 0.06253], [0.12837, -4.99066, -1.46625], [-1.28398, -3.43891, 0.78590], [-1.55187, -5.12971, 0.35167], [-2.02329, -3.85684, -0.76567], [1.55426, -3.48932, 3.82033], [1.24937, -2.57644, 2.75884], [0.99496, -1.86445, 1.89624], [1.77122, -4.47340, 3.40359], [0.71459, -3.57144, 4.51072], [2.43053, -3.12750, 4.35975]],
  "mulliken_charge": [0.94, -1.12, -0.04, 0.48, -1.28, -1.26, 0.06, 0.24, -0.72, -0.65, -1.08, 0.29, -0.82, -0.99, -1.15, 0.33, 0.34, 0.31, 0.44, 0.40, 0.38, 0.45, 0.35, 0.35, -0.11, 0.42, 0.49, -0.18, 0.58, 0.26, 0.33, 0.36, 0.43, 0.01, 0.58, 0.32, 0.19, 0.42, 0.47, 0.34, 0.44, 0.36, -0.33, 0.37, -0.39, -0.92, -0.66, 0.13, -0.75, -1.21, -0.83, -1.00, 0.40, 0.15, 0.24, 0.49, 0.57, 0.46, 0.47, 0.30, 0.43, 0.32, 0.48, 0.59, 0.12, 0.39, 0.27, -1.11, 0.20, -0.17, 0.34, 0.34, 0.35],
  "charge": 2,
  "total_energy_ha": -2370.5560,
  "e_lumo_ev": [-8.23, -8.23],
  "homo_energy_ev": [-14.718, -14.718]
}

Values of energy relative to the best compared isomer or geometry (same formula, charge and spin), in order: 61.6; 61.6; 28.7, all in kcal per mole.